Entry from OMol25: a 3-piece molecular cluster, C5H9NO overall (ωB97M-V/def2-TZVPD).

The geometry in XYZ format:
```
16
Properties=species:S:1:pos:R:3
C 0.852 -0.036 0.530
H 0.678 1.998 1.482
H -1.145 -2.294 -0.090
C -0.374 -0.257 -0.163
N 1.943 -0.707 0.159
C -0.666 1.247 -0.163
H -0.826 1.717 -1.136
H 1.460 1.958 -0.123
C -1.487 -1.259 0.000
O 3.058 -0.688 0.634
H -2.243 -1.075 -0.772
H -1.974 -1.134 0.974
H -1.514 1.484 0.492
C 0.711 1.483 0.519
H 0.355 -1.032 -1.279
H 1.172 -1.405 -1.064
```

**Lowest unoccupied orbital energy (alpha / beta)**: -0.34 / -0.34 eV
**E_tot**: -8861.9937 eV
**Kohn-Sham gap (alpha / beta)**: 8.237 / 8.237 eV
**HOMO energy (alpha / beta)**: -8.58 / -8.58 eV
**Charge**: 0
**Multiplicity**: 1

Atom charges from the natural (NBO) analysis, given in e for atoms 1 to 6: C -0.046; H 0.220; H 0.228; C 0.075; N 0.127; C -0.442

Entry from OMol25: a 2-piece molecular cluster, C5H9NO overall (ωB97M-V/def2-TZVPD).

The geometry in XYZ format:
```
16
Properties=species:S:1:pos:R:3
H -1.784 0.480 0.689
H -2.111 -1.682 -0.165
C 2.091 1.473 -0.644
C -0.158 -0.875 1.378
O 0.262 3.121 -0.944
H -0.859 -1.559 1.851
H 0.826 -0.848 1.841
C 1.138 2.355 -0.822
H -0.768 -2.625 -0.869
H -0.115 1.231 0.675
H 1.768 0.452 -0.463
C -0.705 0.322 0.694
C -1.167 -1.615 -0.734
H 3.135 1.749 -0.698
N -0.173 -0.791 -0.070
H -1.382 -1.189 -1.718
```

**SMILES**: CN1CC1.C=C=O
**Lowest unoccupied orbital energy**: 1.01 eV
**E_tot**: -8866.0070 eV
**Kohn-Sham gap**: 10.105 eV
**HOMO energy**: -9.09 eV
**Charge**: 0
**Multiplicity**: 1

Atom charges from the natural (NBO) analysis, given in e for atoms 1 to 6: H 0.195; H 0.166; C -0.806; C -0.264; O -0.474; H 0.191

Entry from OMol25: one molecule with the formula C5H9NO (ωB97M-V/def2-TZVPD).

The geometry in XYZ format:
```
16
Properties=species:S:1:pos:R:3
H -1.375 0.090 1.561
H 2.655 1.594 0.146
H 2.823 0.402 -1.164
C -2.070 0.608 -0.422
H -1.672 1.485 -0.927
C -0.498 -1.378 0.181
O 0.885 -1.207 -0.095
H 3.232 -0.058 0.487
H -2.348 -0.126 -1.173
H -0.984 -1.796 -0.705
C -1.004 0.052 0.532
C 2.559 0.546 -0.118
H -0.605 -2.078 1.014
N 0.204 0.853 0.459
H -2.963 0.903 0.120
C 1.159 0.110 0.104
```

**SMILES**: CC1=N[C@@H](C)CO1
**Lowest unoccupied orbital energy**: 1.06 eV
**E_tot**: -8868.3328 eV
**Kohn-Sham gap**: 10.415 eV
**HOMO energy**: -9.36 eV
**Charge**: 0
**Multiplicity**: 1

Atom charges from the natural (NBO) analysis, given in e for atoms 1 to 6: H 0.196; H 0.241; H 0.233; C -0.616; H 0.229; C -0.088

ΔE to the lowest compared entry with this formula, charge and spin / eV: 7.2189 3.2056 0.8799